Entry 1:
Entry from the Open Molecules 2025 dataset: a molecular structure, C38H38CoN3O3PSSi in a non-equilibrium geometry (wB97M-V/def2-TZVPD).

Geometry as XYZ:
```
86
Properties=species:S:1:pos:R:3:forces:R:3:mulliken_charge:R:1
Co -0.1077 0.9224 0.3076 0.6 -0.8 -0.3 0.27
C 2.0050 1.2941 -2.8571 0.3 0.0 0.4 -0.93
C 1.1208 2.4576 -2.5554 -0.2 0.2 -0.2 0.86
C 1.2199 3.5595 -3.4112 -0.1 0.1 0.0 -1.07
C 0.5060 4.7047 -3.1437 0.0 0.0 0.0 -0.83
C -0.2853 4.7291 -2.0114 -0.1 0.0 0.2 -1.11
C -0.3905 3.5840 -1.2330 0.3 0.0 -0.5 0.52
N 0.2867 2.4546 -1.5091 0.0 0.0 0.0 0.74
C -1.2415 3.5905 -0.0294 0.0 -0.3 0.4 0.49
C -2.2329 4.5421 0.1616 0.0 0.2 0.1 -0.91
C -2.9829 4.5238 1.3227 0.2 0.0 -0.1 -1.28
C -2.6993 3.5690 2.2765 0.0 0.1 0.2 -0.51
C -1.7097 2.6280 2.0295 0.1 0.2 -0.7 0.40
N -1.0213 2.6163 0.8698 -0.5 0.3 0.0 0.87
C -1.3344 1.5895 2.9947 0.3 -0.7 0.5 0.20
C -1.9597 1.4492 4.2289 -0.2 0.3 -0.3 -0.60
C -1.4622 0.5288 5.1296 0.2 -0.1 0.1 -0.95
C -0.3094 -0.1599 4.8051 -0.2 0.1 0.1 -0.94
C 0.2653 0.0209 3.5475 0.0 -0.1 0.0 0.46
C 1.5918 -0.5922 3.2526 -0.1 0.0 0.1 -0.76
N -0.2990 0.8157 2.6308 0.1 0.1 0.2 0.63
H 2.1366 1.1857 -3.9332 0.0 -0.1 0.0 0.54
H 1.6437 0.3642 -2.4359 0.3 0.2 0.0 -0.55
H 2.9735 1.4942 -2.4003 0.2 0.0 0.0 0.33
H 1.8755 3.5008 -4.2692 0.0 0.0 0.0 0.52
H 0.5606 5.5688 -3.7924 0.1 0.0 0.0 0.42
H -0.7941 5.6349 -1.7162 0.0 0.0 -0.1 0.44
H -2.4314 5.2873 -0.5934 0.0 0.0 0.0 0.41
H -3.7676 5.2521 1.4738 0.0 0.0 0.0 0.44
H -3.2515 3.5553 3.2041 0.0 0.0 0.0 0.41
H -2.8308 2.0379 4.4768 0.0 0.0 0.0 0.39
H -1.9450 0.3818 6.0868 0.0 0.0 0.0 0.46
H 0.1549 -0.8295 5.5160 0.0 0.0 0.0 0.49
H 1.7602 -1.4890 3.8474 0.0 -0.1 0.0 0.41
H 2.3721 0.1368 3.4787 0.0 0.0 0.0 0.44
H 1.7089 -0.8054 2.2009 0.0 -0.1 -0.1 -0.30
O 4.1153 1.9350 -0.1758 -0.2 -0.1 0.0 -0.77
S 3.3797 0.9826 0.6298 -0.1 0.1 -0.2 1.09
O 3.8942 0.7882 1.9648 0.1 0.0 0.0 -0.74
O 1.9276 1.2063 0.6054 0.1 0.4 0.1 -0.03
C 3.6263 -0.5951 -0.2114 -0.1 0.2 0.1 0.24
C 4.9717 -0.8603 -0.4535 0.0 -0.1 0.0 -0.81
C 5.3584 -2.0176 -1.0975 0.0 0.0 0.0 -0.92
C 4.3859 -2.9151 -1.5171 0.0 -0.1 0.0 -0.66
C 3.0486 -2.6488 -1.2920 0.0 0.1 0.0 -0.92
C 2.6329 -1.4893 -0.6246 0.0 0.4 0.2 0.34
P 0.8189 -1.2273 -0.3254 -0.5 -0.1 -0.3 1.80
C 0.1723 -1.8751 -1.9268 -0.1 0.2 0.1 1.15
C -0.1566 -0.9219 -2.8886 -0.4 -0.1 0.1 0.10
C -0.6205 -1.2985 -4.1386 0.0 0.0 0.0 -1.27
C -0.7830 -2.6424 -4.4382 0.0 0.0 0.0 -0.80
C -0.4926 -3.5983 -3.4751 0.0 -0.1 0.0 -0.83
C -0.0171 -3.2205 -2.2286 -0.1 0.0 0.1 -0.47
C 0.4339 -2.5647 0.8829 0.0 0.1 0.1 1.31
C -0.8072 -2.4902 1.5180 0.1 0.1 0.1 0.04
C -1.1444 -3.3696 2.5330 -0.1 0.0 0.1 -1.16
C -0.2382 -4.3340 2.9485 0.0 0.0 -0.1 -0.80
C 0.9980 -4.4172 2.3257 0.0 -0.1 0.1 -0.71
C 1.3352 -3.5415 1.3033 -0.1 0.0 -0.1 -0.63
H 5.6971 -0.1267 -0.1270 0.0 0.0 0.0 0.50
H 6.4051 -2.2194 -1.2830 0.0 0.0 0.0 0.39
H 4.6647 -3.8297 -2.0248 0.0 0.0 0.0 0.43
H 2.3193 -3.3570 -1.6526 0.0 0.0 0.0 0.41
H -0.0986 0.1284 -2.6313 -0.3 -0.2 -0.1 -0.13
H -0.8787 -0.5374 -4.8645 0.0 0.0 0.0 0.47
H -1.1578 -2.9453 -5.4074 0.0 0.0 0.0 0.38
H -0.6475 -4.6471 -3.6954 0.0 0.0 0.0 0.45
H 0.1670 -3.9802 -1.4772 0.0 0.0 0.0 0.45
H -1.5045 -1.7117 1.2357 0.1 0.0 0.1 -0.60
H -2.1088 -3.2800 3.0179 0.0 0.0 0.0 0.50
H -0.4860 -5.0079 3.7585 0.0 0.0 0.0 0.39
H 1.7188 -5.1556 2.6542 0.0 0.0 0.0 0.43
H 2.3167 -3.6140 0.8593 0.1 0.0 0.0 0.39
C -3.6295 0.3793 1.1691 0.3 0.1 0.0 -1.41
Si -2.3357 0.3042 -0.2623 -0.6 -0.4 -0.2 1.23
C -2.8153 -1.4399 -0.9359 0.2 0.2 0.0 -1.20
C -3.1282 1.4069 -1.6198 0.2 -0.1 0.2 -1.37
H -4.5538 -0.0904 0.8261 0.0 0.0 -0.1 0.54
H -3.8780 1.3980 1.4627 0.0 0.0 0.1 0.36
H -3.3013 -0.1560 2.0644 0.0 0.0 0.0 0.22
H -2.7410 -1.4704 -2.0213 0.1 0.0 -0.1 0.29
H -2.2182 -2.2587 -0.5402 -0.1 -0.1 -0.2 0.23
H -3.8581 -1.6334 -0.6718 0.0 0.0 0.0 0.65
H -4.1244 1.0181 -1.8460 0.0 0.0 0.0 0.49
H -2.5465 1.3920 -2.5455 0.0 0.0 0.0 0.20
H -3.2415 2.4459 -1.3103 0.0 0.0 0.0 0.37
```
Positions in Å, forces in eV/Å.

spin multiplicity	2
⟨S²⟩	0.8523
Kohn-Sham gap (spin up / spin down)	7.38 / 7.30	eV
highest occupied orbital energy (spin up / spin down)	-7.85 / -7.65	eV
net charge	0
E_LUMO (spin up / spin down)	-0.47 / -0.34	eV


Entry 2:
Entry from the Open Molecules 2025 dataset: a molecular structure, C38H38F3N4OSTa in a non-equilibrium geometry (wB97M-V/def2-TZVPD).

Geometry as XYZ:
```
86
Properties=species:S:1:pos:R:3:forces:R:3:mulliken_charge:R:1
Ta -12.0490 -11.9546 11.8847 -1.8 -0.6 -0.4 -0.13
C -11.1330 -9.1706 13.8194 0.4 0.2 0.3 0.31
C -10.8160 -10.2271 14.8974 0.4 0.0 1.0 -1.32
C -10.2642 -11.5693 14.3910 2.1 -0.1 0.7 -0.59
N -11.2291 -12.4581 13.7020 0.2 1.6 -0.9 0.45
C -11.4934 -13.7221 14.0835 0.2 -1.0 1.6 1.72
C -10.7644 -14.3064 15.0937 -0.2 -2.7 0.3 -0.78
C -10.7461 -15.6450 15.6232 0.0 1.0 -0.5 -0.86
C -11.5143 -16.7240 15.3250 -0.6 -2.3 -0.9 -0.69
C -12.7118 -16.6562 14.5595 0.3 -1.0 0.3 -0.75
C -13.2264 -15.6256 13.8143 1.9 1.4 0.1 -1.05
C -12.6630 -14.3126 13.4859 -2.0 -1.0 0.2 1.69
N -13.3065 -13.4424 12.6681 0.5 -0.2 0.1 0.38
C -14.7219 -13.6117 12.2664 1.1 -0.7 -1.0 -1.38
C -14.9645 -14.0462 10.7797 3.5 -2.1 1.6 -0.45
C -13.9980 -13.3526 9.7705 -0.3 -0.1 0.1 -0.24
N -13.6594 -12.0184 10.2819 0.7 2.0 -0.2 0.19
C -14.1365 -10.7766 9.9283 -0.5 -2.4 -1.8 0.79
C -14.9970 -10.5232 8.7472 0.5 -2.0 2.2 -0.90
C -15.4472 -9.3092 8.3819 -1.3 0.5 -1.5 -0.47
C -15.2100 -8.0053 8.8007 0.8 2.0 0.2 -0.72
C -14.5340 -7.5535 9.9228 -2.0 0.6 -2.3 -1.07
C -13.8789 -8.3938 10.7815 -0.7 1.1 0.6 0.07
C -13.7890 -9.7331 10.8581 1.0 -1.5 0.5 0.76
N -13.1925 -10.2842 11.9824 0.5 -0.1 0.4 0.58
C -13.5131 -9.6852 13.2875 -0.4 -2.3 1.7 -0.76
C -12.5778 -8.6439 13.8091 0.9 -0.8 0.0 -0.93
H -10.7451 -9.4924 12.8400 -0.6 -0.1 0.1 -0.36
H -10.5297 -8.3013 13.9814 0.6 0.5 0.4 0.76
H -11.7408 -10.4660 15.4240 -0.1 0.0 0.2 0.40
H -10.1093 -9.8573 15.7424 -1.1 -0.4 -1.7 0.39
H -9.6757 -11.9838 15.2684 -1.4 -0.2 -0.9 0.53
H -9.3958 -11.4351 13.7209 -0.5 0.4 -0.2 0.14
H -9.9173 -13.8129 15.4763 0.5 1.0 0.3 0.29
H -9.9684 -15.8217 16.3393 0.5 0.0 0.1 0.40
H -11.1928 -17.8273 15.5554 -0.6 2.5 0.3 0.31
H -13.2965 -17.6152 14.5434 0.5 1.1 -0.1 0.33
H -14.1003 -15.9141 13.3112 -1.1 0.1 -0.7 0.22
H -15.1814 -12.6795 12.4591 -0.6 1.0 0.3 0.23
H -15.1126 -14.3616 12.9267 -0.7 -0.1 0.2 0.82
H -16.0067 -14.0232 10.6088 -1.0 0.1 -0.6 0.47
H -14.5706 -15.1351 10.8164 -1.2 1.3 -0.5 0.22
H -14.3834 -13.4392 8.7612 -0.5 0.6 -0.3 0.79
H -13.0464 -13.9238 9.6838 -0.8 0.5 0.5 -0.52
H -15.4557 -11.4309 8.2768 0.7 1.0 0.3 0.37
H -16.2116 -9.2495 7.5880 0.6 -0.7 0.1 0.33
H -15.5783 -7.2331 8.1003 -0.2 -0.4 0.7 0.40
H -14.6915 -6.4791 10.1699 0.8 -0.9 -0.2 0.39
H -13.5124 -7.8068 11.5797 0.7 -0.1 1.0 0.09
H -13.4225 -10.5702 14.0688 -0.5 1.5 -1.4 0.20
H -14.5658 -9.3524 13.3001 0.4 -0.2 -0.1 0.59
H -12.8826 -8.4145 14.8403 0.1 0.3 -0.4 0.41
H -12.6071 -7.7862 13.1669 0.0 0.8 0.1 0.32
F -8.9435 -20.7897 10.2084 -0.2 0.8 -0.7 -0.28
C -9.6246 -20.0881 9.2555 2.1 -0.5 -0.4 0.74
F -9.0483 -20.3549 8.0426 -0.1 0.0 0.7 -0.26
F -10.8317 -20.5747 9.2252 -1.4 -0.8 -0.1 -0.24
C -9.6816 -18.6035 9.4783 0.9 -2.1 0.7 0.52
C -8.9258 -18.0204 10.4703 0.3 0.5 0.5 -0.66
C -9.2369 -16.7066 10.7911 0.2 1.0 1.2 -0.45
C -10.2010 -15.9790 10.0795 -0.3 -3.2 -0.9 0.29
C -10.8735 -16.6603 9.0317 -0.7 0.2 0.2 -0.67
C -10.6570 -17.9960 8.7469 0.9 1.9 -0.2 -1.03
C -10.7260 -14.7648 10.4833 0.4 0.8 0.2 1.29
C -11.1737 -13.6849 10.7745 -0.7 2.0 0.8 -1.37
H -8.1203 -18.5516 11.0184 -0.9 0.2 -0.5 0.43
H -8.8555 -16.2421 11.7297 0.1 -0.4 -1.0 0.38
H -11.7396 -16.2110 8.5668 0.2 0.5 -0.3 0.42
H -11.0111 -18.4823 7.8604 -0.8 -0.2 0.0 0.40
C -8.1509 -10.2082 10.1430 -1.4 0.3 0.6 -1.17
S -9.4312 -11.5184 10.0703 0.9 1.1 -1.3 0.50
O -10.4742 -10.9606 11.0750 -0.1 0.1 0.9 -0.66
C -10.1836 -10.9973 8.5459 0.7 -1.1 -0.3 0.82
C -10.6761 -9.7261 8.4256 0.0 -0.3 -1.0 -0.51
C -11.2159 -9.3517 7.1892 0.7 0.4 1.6 -0.73
C -11.1395 -10.2202 6.1385 -1.1 -0.7 -0.9 -0.62
C -10.6815 -11.5202 6.2902 0.5 -1.1 -0.4 -0.45
C -10.1556 -11.9105 7.4907 -0.7 1.0 1.3 -0.41
H -8.6603 -9.2327 10.2696 0.2 -0.6 -0.2 0.34
H -7.5774 -10.2097 9.2263 0.3 -0.3 0.0 0.46
H -7.6060 -10.4153 11.0462 0.7 -0.1 0.1 0.48
H -10.5149 -9.0801 9.2463 -0.5 0.9 0.6 0.25
H -11.6250 -8.3627 7.1230 -0.1 0.3 -0.4 0.51
H -11.6002 -9.9445 5.2113 0.0 0.2 -0.5 0.42
H -10.6867 -12.3370 5.5510 -0.2 1.1 -0.2 0.41
H -9.8534 -12.8952 7.7131 0.5 -1.1 -0.1 0.50
```
Positions in Å, forces in eV/Å.

Kohn-Sham gap	6.94	eV
highest occupied orbital energy	-13.19	eV
net charge	+2
E_LUMO	-6.26	eV
relative energy (zero: lowest compared OMol25 entry of this formula, charge and spin)	41.5	kcal per mole